a.
{
  "formula": "C5H8O2",
  "method": "ωB97M-V/def2-TZVPD",
  "elements": ["C", "H", "H", "C", "C", "C", "O", "H", "H", "C", "H", "O", "H", "H", "H"],
  "xyz": [[0.290, -0.190, -0.882], [0.337, -0.543, -1.927], [2.259, -0.058, 0.399], [0.129, 1.341, -0.475], [0.110, -0.257, 1.063], [1.413, -0.699, 0.223], [-1.983, -0.385, -0.006], [-2.015, 0.515, 0.227], [-0.743, 1.878, -0.967], [-0.790, -0.793, -0.092], [-0.647, -1.897, -0.172], [-0.330, 1.126, 0.745], [-0.272, -0.292, 2.067], [0.922, 2.080, -0.260], [1.321, -1.825, 0.057]],
  "homo_energy_ev": -9.070,
  "total_charge": 0,
  "homo_lumo_gap_ev": 10.015
}

---

b.
{
  "formula": "C5H8O2",
  "method": "ωB97M-V/def2-TZVPD",
  "elements": ["H", "C", "H", "O", "H", "C", "C", "H", "H", "O", "C", "H", "H", "H", "C"],
  "xyz": [[-0.383, 1.113, -1.217], [1.782, -0.403, -0.237], [0.168, -0.816, 1.103], [2.456, 0.512, 0.606], [-0.197, 1.555, 0.483], [-0.532, 0.753, -0.189], [0.292, -0.512, 0.056], [-2.757, 1.265, -0.055], [1.946, -0.161, -1.299], [-2.788, -1.783, 0.684], [-2.434, -0.709, 0.384], [-0.110, -1.322, -0.568], [2.320, 1.400, 0.258], [2.242, -1.379, -0.054], [-2.006, 0.488, 0.045]],
  "smiles": "O=C=CCCCO",
  "homo_energy_ev": -8.913,
  "total_charge": 0,
  "homo_lumo_gap_ev": 9.650
}

---

c.
{
  "formula": "C5H8O2",
  "method": "ωB97M-V/def2-TZVPD",
  "elements": ["H", "C", "H", "H", "H", "C", "H", "H", "C", "H", "C", "C", "O", "H", "O"],
  "xyz": [[-1.355, -0.894, -1.473], [2.421, 0.272, -0.533], [3.048, 0.636, 0.304], [-2.683, -0.454, 0.583], [1.648, 0.983, -0.873], [-1.096, -1.340, -0.517], [-1.268, 1.446, -0.671], [-0.043, 2.557, 0.231], [0.069, 0.643, 0.793], [-0.196, -1.951, -0.500], [-1.814, -1.108, 0.581], [-0.499, 1.589, 0.072], [2.535, -0.832, -1.004], [-1.523, -1.523, 1.542], [0.756, -0.025, 1.465]],
  "smiles": "C=C=O.C=C.C=O",
  "homo_energy_ev": -9.200,
  "total_charge": 0,
  "homo_lumo_gap_ev": 10.083
}

---

Name the least stable of them. a.

---

a.
{
  "formula": "C4H12NOS",
  "method": "ωB97M-V/def2-TZVPD",
  "elements": ["H", "C", "H", "C", "O", "H", "H", "H", "H", "H", "N", "H", "H", "H", "S", "C", "H", "H", "C"],
  "xyz": [[0.584, 1.086, -1.322], [0.411, -0.043, -1.099], [-0.196, 1.217, 1.021], [-0.897, -0.087, -0.380], [-3.834, 2.202, 1.178], [-1.488, 0.339, 2.940], [0.204, -0.556, -1.978], [-0.967, -1.079, -0.235], [1.871, -0.050, 0.550], [-1.653, 0.239, -1.212], [-1.080, 0.695, 0.937], [1.048, -1.696, -0.175], [-4.418, 1.564, 0.898], [-2.892, 1.987, 1.162], [3.041, -1.077, -1.478], [1.539, -0.689, -0.396], [-0.227, -0.680, 2.571], [-1.721, -1.301, 1.926], [-1.148, -0.236, 2.128]],
  "homo_energy_ev": -2.506,
  "total_charge": -1,
  "homo_lumo_gap_ev": 5.831
}

---

b.
{
  "formula": "C4H12NOS",
  "method": "ωB97M-V/def2-TZVPD",
  "elements": ["H", "C", "C", "H", "N", "H", "H", "H", "C", "H", "H", "C", "H", "S", "H", "O", "H", "H", "H"],
  "xyz": [[0.166, -1.929, -1.571], [-1.631, -0.759, -0.230], [0.629, 0.477, -0.646], [0.078, 0.647, 2.721], [-0.139, -0.791, -0.437], [1.687, 0.017, 1.278], [-1.988, -1.389, -1.129], [0.424, -2.002, -3.064], [0.073, 1.410, 1.887], [-2.126, -1.133, 0.584], [-0.894, 1.526, 1.444], [1.157, 0.932, 0.756], [1.328, 0.403, -1.484], [0.571, 3.126, 2.441], [1.812, 1.809, 0.667], [0.609, -2.583, -2.283], [-2.203, 0.225, -0.352], [0.016, 1.248, -0.971], [0.430, -1.236, 0.387]],
  "homo_energy_ev": -2.572,
  "total_charge": -1,
  "homo_lumo_gap_ev": 5.943
}

---

c.
{
  "formula": "C4H12NOS",
  "method": "ωB97M-V/def2-TZVPD",
  "elements": ["H", "H", "H", "C", "H", "H", "H", "H", "O", "H", "N", "S", "H", "H", "C", "H", "H", "C", "C"],
  "xyz": [[2.929, 0.622, 0.835], [-2.695, -0.774, 1.309], [-1.198, -1.425, 1.902], [2.253, 0.549, -0.033], [-1.515, 0.401, -0.484], [-0.346, -0.879, -0.609], [0.666, -0.216, 1.483], [0.169, 2.094, -2.608], [0.471, 1.211, -2.302], [2.091, -0.529, -0.253], [1.066, 1.327, 0.209], [-2.465, -2.733, 0.263], [0.720, 1.623, -0.709], [-0.568, 1.216, 1.443], [-1.775, -1.279, 0.980], [-1.734, -2.433, -1.642], [2.753, 1.036, -0.861], [-0.914, -0.338, 0.146], [0.091, 0.528, 0.932]],
  "homo_energy_ev": -2.926,
  "total_charge": -1,
  "homo_lumo_gap_ev": 4.965
}

---

Name the least stable of them. c.

---

a.
{
  "formula": "C4H12NOS",
  "method": "ωB97M-V/def2-TZVPD",
  "elements": ["C", "O", "C", "C", "H", "H", "H", "H", "N", "S", "H", "H", "H", "H", "H", "H", "H", "H", "C"],
  "xyz": [[0.641, 2.042, 0.557], [-0.843, -0.665, 0.223], [2.088, -0.219, -0.214], [-2.116, -0.947, 0.494], [0.250, 3.012, 0.259], [0.697, -1.447, -1.206], [-0.144, 1.291, 0.672], [1.239, 2.115, 1.464], [-2.910, 0.303, 0.750], [1.674, 1.440, -0.809], [1.479, -0.399, 0.668], [3.144, -0.252, 0.073], [-3.898, 0.200, 0.525], [2.313, -2.189, -1.062], [-2.627, -1.515, -0.333], [-2.562, 0.988, 0.083], [2.055, -0.915, -2.272], [-2.251, -1.570, 1.412], [1.770, -1.271, -1.283]],
  "homo_energy_ev": -2.816,
  "total_charge": -1,
  "homo_lumo_gap_ev": 6.348
}

---

b.
{
  "formula": "C4H12NOS",
  "method": "ωB97M-V/def2-TZVPD",
  "elements": ["O", "H", "H", "H", "H", "C", "H", "C", "H", "S", "C", "H", "C", "H", "H", "H", "H", "N", "H"],
  "xyz": [[-1.474, 0.798, -3.074], [-1.557, 0.358, -2.203], [0.454, 1.192, 0.094], [1.591, -1.486, -0.684], [-0.539, 1.041, -3.174], [1.322, -0.465, -0.979], [0.598, -0.524, -1.794], [0.552, 0.113, 0.229], [2.327, 0.087, 1.338], [2.766, 0.530, -1.427], [-1.743, 0.142, 1.195], [-2.101, -0.583, 1.923], [1.273, -0.168, 1.532], [0.995, 0.465, 2.367], [-2.634, 0.577, 0.716], [-1.249, 0.993, 1.663], [-0.963, -1.420, 0.282], [-0.820, -0.430, 0.189], [1.201, -1.220, 1.809]],
  "homo_energy_ev": -2.528,
  "total_charge": -1,
  "homo_lumo_gap_ev": 6.082
}

---

Name the least stable of them. a.

---

a.
{
  "formula": "C4H3FO",
  "method": "ωB97M-V/def2-TZVPD",
  "elements": ["H", "F", "C", "C", "O", "C", "C", "H", "H"],
  "xyz": [[-1.366, 1.259, 0.553], [-2.506, -0.885, 0.020], [-0.637, 0.483, 0.153], [0.814, 0.796, 0.017], [2.532, -0.966, 0.018], [-1.221, -0.718, -0.025], [1.798, -0.074, 0.035], [-0.757, -1.589, -0.410], [1.342, 1.694, -0.362]],
  "smiles": "O=C=C/C=C/F",
  "homo_energy_ev": -8.563,
  "total_charge": 0,
  "homo_lumo_gap_ev": 9.390
}

---

b.
{
  "formula": "C4H3FO",
  "method": "ωB97M-V/def2-TZVPD",
  "elements": ["C", "H", "H", "C", "O", "C", "C", "F", "H"],
  "xyz": [[-2.203, -0.068, -0.046], [-0.854, -1.663, -0.139], [0.663, 0.729, -0.862], [0.025, 0.608, 0.048], [-1.112, 2.877, -0.028], [-0.909, 1.760, -0.015], [-0.971, -0.523, -0.026], [-3.364, -0.732, 0.073], [0.426, 0.484, 1.073]],
  "homo_energy_ev": -8.405,
  "total_charge": 0,
  "homo_lumo_gap_ev": 9.025
}

---

Name the least stable of them. b.

---

a.
{
  "formula": "C5H10",
  "method": "ωB97M-V/def2-TZVPD",
  "elements": ["C", "C", "H", "C", "H", "H", "H", "H", "H", "C", "H", "H", "H", "H", "C"],
  "xyz": [[-0.172, 1.466, -0.180], [-0.093, -0.029, -0.026], [-1.775, -0.683, -1.369], [-1.165, -0.999, -0.510], [-0.471, -1.750, -0.854], [0.693, 0.874, 1.801], [1.510, -1.080, -1.213], [-1.816, -1.454, 0.249], [-1.134, 0.909, 1.756], [-0.205, 0.847, 1.191], [-1.086, 1.941, -0.536], [0.740, 1.940, -0.526], [2.112, 0.112, -0.070], [1.531, -1.455, 0.501], [1.330, -0.641, -0.215]],
  "smiles": "CC1(C)CC1",
  "homo_energy_ev": -9.906,
  "total_charge": 0,
  "homo_lumo_gap_ev": 11.053
}

---

b.
{
  "formula": "C5H10",
  "method": "ωB97M-V/def2-TZVPD",
  "elements": ["C", "H", "C", "C", "H", "H", "H", "C", "H", "C", "H", "H", "H", "H", "H"],
  "xyz": [[0.256, -1.293, -0.095], [0.935, 1.481, -1.839], [0.652, 1.330, -0.778], [-0.949, -0.870, 0.672], [-0.912, -1.026, 1.764], [2.513, 0.374, -0.415], [-1.417, -1.873, 0.181], [1.459, 0.400, -0.056], [-1.845, 0.627, -0.665], [-1.404, 0.476, 0.299], [0.860, -2.070, 0.352], [-1.860, 1.079, 1.098], [0.247, 2.237, -0.384], [1.421, 0.510, 1.024], [0.045, -1.382, -1.160]],
  "homo_energy_ev": [-7.616, -7.363],
  "total_charge": 0,
  "homo_lumo_gap_ev": [8.205, 7.929]
}

---

c.
{
  "formula": "C5H10",
  "method": "ωB97M-V/def2-TZVPD",
  "elements": ["H", "H", "C", "H", "H", "C", "H", "H", "C", "H", "H", "C", "H", "C", "H"],
  "xyz": [[-2.522, -0.615, -0.701], [0.893, -1.817, 0.018], [-0.560, -0.015, -0.292], [-0.980, 1.832, -0.995], [2.538, -0.274, -0.957], [-0.633, 1.576, -0.044], [-1.384, -1.962, -0.203], [-2.166, -0.782, 1.095], [0.726, -0.701, -0.154], [0.236, 2.119, 0.187], [-1.259, 1.827, 0.788], [-1.755, -1.059, -0.003], [2.411, -0.846, 0.935], [2.155, -0.169, -0.074], [2.301, 0.885, 0.399]],
  "smiles": "CC=C(C)C",
  "homo_energy_ev": -8.428,
  "total_charge": 0,
  "homo_lumo_gap_ev": 9.489
}

---

d.
{
  "formula": "C5H10",
  "method": "ωB97M-V/def2-TZVPD",
  "elements": ["C", "H", "H", "C", "H", "H", "C", "H", "H", "C", "H", "H", "H", "C", "H"],
  "xyz": [[-2.534, -0.144, 0.654], [2.649, 1.417, 0.472], [1.188, -0.015, -2.601], [0.961, -0.559, -1.658], [1.219, 1.971, -0.435], [-2.350, 0.857, 0.275], [1.510, -0.126, -0.477], [0.209, -1.393, -1.588], [-2.438, -0.810, -0.185], [2.059, 1.257, -0.415], [-2.087, -1.704, 1.959], [2.680, 1.379, -1.337], [1.821, -0.609, 0.475], [-2.173, -0.600, 1.925], [-1.825, -0.064, 2.791]],
  "smiles": "C=CC.C=C",
  "homo_energy_ev": -9.062,
  "total_charge": 0,
  "homo_lumo_gap_ev": 10.190
}

---

Name the least stable of them. b.

---

a.
{
  "formula": "C9H11O3",
  "method": "ωB97M-V/def2-TZVPD",
  "elements": ["O", "H", "H", "H", "C", "C", "H", "C", "H", "H", "H", "C", "O", "C", "H", "C", "C", "C", "H", "C", "H", "O", "H"],
  "xyz": [[1.793, 0.449, -2.631], [-1.930, -0.531, 4.156], [1.521, 2.185, 1.702], [1.984, -1.473, -3.999], [1.117, -0.921, -4.362], [-1.157, 0.197, 2.295], [-2.977, 0.862, 3.533], [0.261, -0.791, 0.661], [-2.867, -0.852, 2.916], [1.462, -0.416, -5.292], [0.475, -1.527, -0.094], [1.018, 0.386, 0.638], [-0.418, 0.090, -2.779], [-2.279, 0.045, 3.290], [-1.011, 2.272, 2.641], [0.729, -0.055, -3.170], [0.697, 1.521, 1.502], [-0.541, 1.431, 2.090], [1.771, 0.720, -1.465], [-0.779, -0.938, 1.597], [0.337, -1.548, -4.796], [1.921, 0.838, -0.235], [-1.128, -1.945, 1.801]],
  "homo_energy_ev": -3.514,
  "total_charge": -1,
  "homo_lumo_gap_ev": 7.084
}

---

b.
{
  "formula": "C9H11O3",
  "method": "ωB97M-V/def2-TZVPD",
  "elements": ["H", "C", "C", "C", "H", "H", "H", "H", "O", "C", "H", "H", "O", "H", "C", "C", "H", "C", "H", "C", "C", "H", "O"],
  "xyz": [[2.815, 3.462, 2.928], [-1.082, 0.416, -0.301], [-1.124, -2.657, -3.044], [-2.060, 0.493, -1.268], [0.714, -0.388, 0.590], [-2.773, 1.282, -1.082], [3.013, 2.576, 4.322], [-0.076, 1.292, 1.296], [0.961, 1.635, 1.986], [1.483, 1.510, 3.122], [3.615, 1.864, 2.909], [0.861, -2.249, -1.110], [-1.014, 1.380, 0.663], [-0.314, -2.708, -3.807], [-2.054, -0.624, -2.107], [0.020, -0.477, -0.234], [-2.880, -0.608, -2.796], [-0.945, -1.493, -2.143], [-1.144, -3.612, -2.504], [2.768, 2.411, 3.295], [0.043, -1.546, -1.134], [-2.099, -2.581, -3.538], [1.272, 0.618, 3.955]],
  "homo_energy_ev": -4.182,
  "total_charge": -1,
  "homo_lumo_gap_ev": 7.659
}

---

Name the least stable of them. a.